Entry from the Open Molecules 2025 dataset: a structure of composition C4H7O3 at a distorted geometry (ωB97M-V/def2-TZVPD).

The geometry in XYZ format:
```
14
Properties=species:S:1:pos:R:3
C -2.490 0.751 2.229
C 1.286 0.497 0.502
C -0.367 -0.595 -1.047
C 0.198 -0.556 0.526
O -2.602 1.842 1.823
O -2.989 -0.070 2.876
O -1.046 -0.166 1.415
H 1.792 0.573 1.458
H 0.857 1.577 0.169
H 1.986 0.174 -0.348
H 0.510 -0.891 -1.584
H -0.621 0.449 -1.289
H -1.186 -1.251 -1.146
H -1.151 -1.031 1.886
```

Values from the calculation:
HOMO level in eV: -1.958
Charge: -1
E_tot in Ha: -382.27147
Frontier orbital gap in eV: 5.95


Entry from the Open Molecules 2025 dataset: an isolated molecule of C18H20N4O2 at a distorted geometry (ωB97M-V/def2-TZVPD).

The geometry in XYZ format:
```
44
Properties=species:S:1:pos:R:3
N 4.825 -3.867 -3.956
O -4.448 0.789 3.008
C 3.995 -3.066 -3.899
N -0.878 -0.221 -3.594
O -2.264 0.473 2.594
C -3.327 1.177 2.845
C -0.739 0.203 -2.306
C 1.911 -2.369 -5.135
C 0.680 -1.636 -4.983
C 2.347 -1.563 -2.868
C 2.797 -2.300 -3.995
C 0.259 -1.028 -3.810
C 1.023 -0.998 -2.706
N -3.141 2.505 2.939
N 0.459 -0.184 -1.740
C 0.493 0.100 3.461
C -1.912 2.893 2.330
C -0.150 1.432 3.327
C -0.936 -1.199 0.596
C 1.005 0.097 -0.400
C 1.036 -0.308 2.099
C -0.574 1.288 0.882
C -1.247 1.398 2.263
C 0.127 -0.086 0.839
H -1.586 0.796 -1.913
H 2.151 -2.847 -6.099
H -0.125 -1.659 -5.721
H 3.032 -1.588 -1.980
H -4.021 3.085 2.706
H 1.310 0.216 4.221
H -0.156 -0.648 3.846
H -1.309 3.650 2.829
H -2.115 3.202 1.343
H -0.607 1.562 4.279
H 0.583 2.207 2.981
H -1.890 -0.803 0.123
H -0.693 -2.041 -0.039
H -1.304 -1.490 1.484
H 1.371 1.137 -0.359
H 1.905 -0.623 -0.383
H 2.044 0.102 2.015
H 1.176 -1.340 2.087
H 0.156 2.172 0.715
H -1.263 1.384 0.072
```

Values from the calculation:
HOMO level in eV: -8.945
E_tot in Ha: -1067.35551
Frontier orbital gap in eV: 9.05
SMILES string: C[C@]1(Cn2cnc3ccc(C#N)cc32)CCC[C@@]2(CNC(=O)O2)C1


Entry from the Open Molecules 2025 dataset: a cluster of 2 separate species, CH4O2S in total at a distorted geometry (ωB97M-V/def2-TZVPD).

The geometry in XYZ format:
```
8
Properties=species:S:1:pos:R:3
S -0.272 3.539 -1.212
H -0.427 4.094 -2.436
H 0.603 4.514 -0.960
O -0.496 -1.741 2.220
C -0.148 -2.405 1.308
O 0.502 -1.895 0.161
H -0.494 -3.447 1.302
H 0.734 -2.660 -0.383
```

Values from the calculation:
HOMO level in eV: -9.666
E_tot in Ha: -589.14959
Frontier orbital gap in eV: 10.30
SMILES string: O=CO.S


Entry from the Open Molecules 2025 dataset: the ion C29H30N with charge +1 at a distorted geometry (ωB97M-V/def2-TZVPD).

The geometry in XYZ format:
```
60
Properties=species:S:1:pos:R:3
C 1.038 0.911 2.400
C 2.278 0.155 2.374
C 3.502 0.853 2.234
C 4.717 0.178 2.270
C 4.737 -1.217 2.419
C 3.531 -1.928 2.511
C 2.305 -1.256 2.483
C -0.168 0.458 2.803
C -1.458 1.273 2.784
C -2.667 0.365 2.486
C -3.603 0.815 1.553
C -4.633 -0.030 1.132
C -4.747 -1.315 1.665
C -3.819 -1.760 2.611
C -2.792 -0.908 3.042
H 1.135 1.949 2.075
H 3.471 1.936 2.102
H 5.649 0.738 2.189
H 5.689 -1.751 2.463
H 3.546 -3.014 2.608
H 1.366 -1.813 2.526
H -0.270 -0.591 3.083
H -1.386 1.968 1.935
H -3.502 1.822 1.142
H -5.326 0.316 0.366
H -5.549 -1.978 1.341
H -3.877 -2.774 3.009
H -2.073 -1.249 3.795
C -6.255 2.548 5.332
C -5.374 2.363 6.570
C -3.918 2.327 6.091
N -3.961 2.747 4.678
C -2.853 3.050 3.973
C -1.620 2.133 4.011
C -0.408 3.059 4.176
C -0.237 3.984 2.963
C -1.522 4.630 2.559
C -2.734 4.286 3.238
C -3.768 5.256 3.217
C -3.790 6.222 2.221
C -2.679 6.384 1.375
C -1.526 5.628 1.594
C -5.333 2.807 4.139
H -6.855 1.655 5.142
H -6.939 3.390 5.467
H -5.500 3.201 7.261
H -5.616 1.445 7.108
H -3.283 3.014 6.675
H -3.487 1.319 6.188
H -1.691 1.482 4.893
H -0.584 3.684 5.056
H 0.506 2.481 4.345
H 0.527 4.745 3.218
H 0.172 3.464 2.083
H -4.530 5.256 4.004
H -4.670 6.860 2.111
H -2.697 7.132 0.585
H -0.616 5.824 1.023
H -5.472 2.056 3.345
H -5.557 3.777 3.685
```

Values from the calculation:
HOMO level in eV: -10.654
Charge: +1
E_tot in Ha: -1177.55606
Frontier orbital gap in eV: 5.89
SMILES string: C(=C\[C@@H](c1ccccc1)[C@H]1CCc2ccccc2C1=[N+]1CCCC1)/c1ccccc1


Entry from the Open Molecules 2025 dataset: a cluster of 2 separate species, C4H9NO in total at a distorted geometry (ωB97M-V/def2-TZVPD).

The geometry in XYZ format:
```
15
Properties=species:S:1:pos:R:3
C -1.181 1.202 -0.059
N -0.621 -0.054 0.033
C -1.515 -1.136 0.015
C 1.081 -0.578 -0.223
O 1.265 -1.778 -0.194
C 2.086 0.373 0.321
H -2.093 1.330 0.538
H 0.548 1.487 -0.684
H -1.467 1.728 -0.992
H -1.739 -1.327 -1.040
H -2.439 -1.003 0.579
H -1.033 -2.015 0.437
H 2.870 -0.285 0.679
H 1.722 1.074 1.079
H 2.514 0.985 -0.489
```

Values from the calculation:
HOMO level (alpha / beta) in eV: -7.983 / -8.271
E_tot in Ha: -287.56728
Frontier orbital gap (alpha / beta) in eV: 7.90 / 8.30


Entry from the Open Molecules 2025 dataset: an isolated molecule of C3H4N2O at a distorted geometry (ωB97M-V/def2-TZVPD).

The geometry in XYZ format:
```
10
Properties=species:S:1:pos:R:3
C 1.482 -0.100 0.370
C 0.183 -0.719 0.120
C -2.021 0.106 -0.420
N 1.486 1.113 0.054
N -0.711 0.118 -0.132
O -2.944 0.058 0.351
H 2.291 -0.699 0.806
H 0.046 -1.801 0.140
H -2.166 0.302 -1.507
H 2.354 1.622 0.218
```

Values from the calculation:
HOMO level in eV: -9.822
E_tot in Ha: -301.39854
Frontier orbital gap in eV: 9.49
SMILES string: [H]/N=C/C=N/C=O